No. 1
{
  "formula": "C30H29FN7O3S3Sn",
  "method": "ωB97M-V/def2-TZVPD",
  "e_tot_ha": -3278.06342,
  "total_charge": 1,
  "homo_ev": -8.7,
  "fmax_ev_per_a": 4.76,
  "homo_lumo_gap_ev": 5.148,
  "species": ["Sn", "N", "C", "S", "N", "N", "C", "C", "C", "C", "C", "C", "N", "H", "H", "H", "H", "H", "H", "H", "F", "C", "C", "C", "C", "O", "C", "C", "N", "C", "C", "C", "C", "C", "C", "N", "C", "C", "N", "C", "C", "C", "O", "O", "H", "H", "H", "H", "H", "H", "H", "H", "H", "H", "H", "H", "H", "H", "H", "H", "H", "H", "S", "C", "C", "C", "C", "C", "C", "S", "H", "H", "H", "H"],
  "xyz": [[0.961, -2.548, -2.034], [4.125, -3.425, -5.087], [2.942, -3.329, -4.474], [2.479, -1.804, -3.788], [2.217, -4.436, -4.540], [0.997, -4.431, -4.010], [0.298, -5.557, -4.270], [-1.111, -5.708, -4.185], [-1.685, -6.823, -4.797], [-3.084, -6.945, -4.747], [-3.854, -6.058, -4.057], [-3.229, -4.903, -3.534], [-1.910, -4.724, -3.653], [4.796, -2.700, -5.171], [4.353, -4.282, -5.551], [0.917, -6.330, -4.745], [-1.116, -7.529, -5.355], [-3.573, -7.718, -5.273], [-4.881, -6.160, -3.934], [-3.798, -4.047, -3.263], [1.673, 1.407, 3.860], [1.079, 1.695, 2.677], [1.007, 0.715, 1.703], [0.496, 1.118, 0.435], [0.539, 0.194, -0.730], [1.180, -0.931, -0.651], [-0.209, 0.579, -1.902], [-0.337, 1.932, -2.041], [-0.438, 2.818, -1.042], [-0.803, 4.185, -1.273], [-2.152, 4.626, -0.934], [-1.682, 4.392, -2.367], [-0.047, 2.417, 0.247], [-0.121, 3.326, 1.306], [0.485, 3.012, 2.568], [0.402, 3.831, 3.692], [-0.711, 4.772, 3.815], [-0.897, 5.019, 5.301], [0.328, 5.599, 5.900], [1.544, 4.725, 5.747], [1.691, 4.301, 4.259], [-0.755, -0.290, -2.968], [-1.272, 0.382, -3.846], [-0.566, -1.571, -2.961], [1.412, -0.284, 1.868], [-0.295, 2.347, -3.031], [-0.044, 4.962, -1.110], [-2.243, 5.687, -0.762], [-2.829, 3.869, -0.524], [-1.547, 5.324, -2.876], [-2.077, 3.476, -2.876], [-0.518, 4.345, 1.114], [-1.612, 4.380, 3.373], [-0.441, 5.687, 3.262], [-1.089, 4.054, 5.805], [-1.751, 5.699, 5.490], [0.202, 5.769, 6.887], [0.551, 6.484, 5.383], [1.447, 3.811, 6.395], [2.427, 5.344, 6.015], [2.387, 3.456, 4.237], [2.108, 5.182, 3.753], [-0.756, -3.957, -0.683], [0.004, -3.622, 0.835], [-0.791, -3.295, 1.950], [-0.173, -3.026, 3.184], [1.211, -2.907, 3.232], [2.003, -3.158, 2.139], [1.448, -3.423, 0.931], [2.577, -3.622, -0.438], [-1.868, -3.323, 1.749], [-0.791, -2.750, 4.074], [1.733, -2.474, 4.095], [3.037, -2.831, 2.203]]
}

No. 2
{
  "formula": "C30H29IrN4O3",
  "method": "ωB97M-V/def2-TZVPD",
  "e_tot_ha": -1709.63459,
  "homo_ev": -7.1,
  "fmax_ev_per_a": 3.50,
  "homo_lumo_gap_ev": 6.309,
  "species": ["Ir", "O", "C", "N", "C", "C", "C", "C", "C", "C", "N", "C", "O", "C", "C", "C", "C", "C", "N", "C", "C", "C", "C", "C", "N", "H", "H", "H", "H", "H", "H", "H", "H", "H", "H", "H", "H", "C", "C", "C", "C", "C", "C", "C", "C", "C", "C", "C", "C", "O", "H", "H", "H", "H", "H", "H", "H", "H", "H", "H", "H", "H", "H", "H", "H", "H", "H"],
  "xyz": [[0.101, -0.489, 0.336], [2.223, 0.504, 3.233], [1.749, -0.386, 2.585], [0.411, -0.666, 2.359], [-0.281, -1.692, 2.985], [-0.080, -2.108, 4.300], [-0.948, -3.025, 4.874], [-2.005, -3.540, 4.133], [-2.174, -3.154, 2.811], [-1.284, -2.257, 2.229], [-1.286, -1.934, 0.865], [-2.458, -1.546, 0.211], [-3.033, -2.128, -0.661], [-2.851, -0.183, 0.697], [-4.152, 0.231, 0.887], [-4.362, 1.507, 1.391], [-3.266, 2.307, 1.676], [-1.993, 1.816, 1.434], [-1.798, 0.592, 0.960], [2.560, -1.360, 1.773], [3.773, -1.876, 2.173], [4.375, -2.840, 1.375], [3.735, -3.253, 0.218], [2.525, -2.672, -0.122], [1.956, -1.743, 0.640], [0.740, -1.680, 4.867], [-0.808, -3.332, 5.902], [-2.682, -4.255, 4.582], [-2.972, -3.569, 2.205], [-4.963, -0.438, 0.636], [-5.367, 1.875, 1.552], [-3.391, 3.301, 2.079], [-1.108, 2.403, 1.640], [4.225, -1.519, 3.087], [5.328, -3.266, 1.660], [4.166, -4.010, -0.421], [1.992, -2.951, -1.020], [-1.559, 0.155, -4.047], [-1.912, 1.457, -3.316], [-2.832, 1.133, -2.136], [-0.655, 2.201, -2.900], [-0.462, 3.491, -3.375], [0.732, 4.168, -3.190], [1.775, 3.498, -2.579], [1.622, 2.217, -2.061], [2.846, 1.528, -1.484], [3.038, 0.127, -2.074], [2.787, 1.514, 0.043], [0.352, 1.590, -2.113], [0.096, 0.431, -1.503], [-2.473, -0.338, -4.387], [-1.037, -0.522, -3.371], [-0.925, 0.349, -4.914], [-2.450, 2.103, -4.014], [-2.369, 0.351, -1.542], [-3.797, 0.763, -2.491], [-3.000, 2.010, -1.506], [-1.259, 3.965, -3.938], [0.864, 5.173, -3.567], [2.749, 3.975, -2.520], [3.716, 2.124, -1.772], [2.219, -0.531, -1.792], [3.976, -0.312, -1.721], [3.069, 0.179, -3.163], [1.852, 1.061, 0.394], [2.819, 2.528, 0.441], [3.621, 0.949, 0.467]]
}

No. 3
{
  "formula": "C30H29N2O",
  "method": "ωB97M-V/def2-TZVPD",
  "e_tot_ha": -1345.07110,
  "total_charge": 1,
  "homo_ev": -10.2,
  "fmax_ev_per_a": 1.44,
  "homo_lumo_gap_ev": 5.076,
  "species": ["C", "C", "C", "C", "O", "C", "C", "C", "C", "C", "C", "C", "C", "C", "C", "C", "C", "C", "C", "C", "H", "H", "H", "H", "H", "H", "H", "H", "H", "H", "H", "H", "H", "H", "H", "C", "C", "C", "C", "N", "C", "C", "C", "C", "C", "C", "N", "C", "H", "H", "H", "H", "H", "H", "H", "H", "H", "H", "H", "H", "H", "H"],
  "xyz": [[0.415, 5.285, 5.699], [1.257, 5.779, 4.703], [0.866, 5.762, 3.359], [-0.388, 5.229, 3.044], [-0.809, 4.967, 1.730], [-0.173, 3.996, 0.970], [-0.920, 2.911, 0.456], [-0.272, 1.941, -0.287], [1.115, 2.037, -0.646], [1.742, 0.967, -1.323], [3.101, 0.825, -1.715], [3.511, -0.326, -2.479], [4.822, -0.475, -2.930], [5.773, 0.537, -2.705], [5.406, 1.667, -1.965], [4.136, 1.753, -1.391], [1.739, 3.271, -0.291], [1.185, 4.126, 0.655], [-1.290, 4.846, 4.040], [-0.855, 4.821, 5.357], [0.739, 5.277, 6.742], [2.240, 6.171, 4.962], [1.528, 6.146, 2.578], [-1.989, 2.848, 0.665], [-0.828, 1.068, -0.636], [1.099, 0.134, -1.583], [2.769, -1.099, -2.687], [5.112, -1.379, -3.473], [6.797, 0.435, -3.069], [6.121, 2.481, -1.806], [3.970, 2.533, -0.650], [2.661, 3.580, -0.750], [1.773, 4.940, 1.077], [-2.292, 4.528, 3.743], [-1.526, 4.428, 6.119], [-2.570, -5.202, -3.179], [-2.080, -3.790, -3.488], [-1.511, -3.096, -2.303], [-1.914, -3.471, -1.002], [-2.704, -4.574, -0.784], [-3.355, -5.273, -1.876], [-3.313, -4.839, 0.510], [-2.435, -4.342, 1.652], [-2.001, -2.896, 1.434], [-1.464, -2.669, 0.072], [-0.576, -1.621, -0.186], [-0.150, -1.324, -1.414], [-0.597, -2.043, -2.447], [-3.206, -5.531, -4.004], [-1.704, -5.870, -3.145], [-1.311, -3.795, -4.271], [-2.932, -3.200, -3.860], [-4.362, -4.846, -2.053], [-3.484, -6.318, -1.572], [-4.300, -4.335, 0.567], [-3.483, -5.924, 0.574], [-2.998, -4.416, 2.582], [-1.552, -4.984, 1.746], [-2.880, -2.254, 1.576], [-1.243, -2.598, 2.166], [-0.192, -1.006, 0.630], [-0.223, -1.791, -3.439]]
}

Table of molar mass (g/mol), in record order: 769.52 685.80 433.57